Entry from OMol25: 12 unconnected molecules or ions with the total composition C13H50O12 in a non-equilibrium geometry (ωB97M-V/def2-TZVPD).

Element x y z (Å)
C (-2.215, -2.097, -6.150)
O (-1.277, -2.548, -5.200)
H (-3.153, -1.867, -5.645)
H (-1.831, -1.184, -6.605)
H (-2.384, -2.833, -6.937)
H (-0.589, -2.883, -5.780)
C (1.820, -6.771, -0.669)
O (3.033, -7.458, -0.683)
H (1.558, -6.384, -1.653)
H (1.000, -7.390, -0.304)
H (1.883, -5.938, 0.031)
H (2.941, -8.282, -1.167)
C (-4.904, 4.679, 0.024)
O (-4.918, 4.508, -1.392)
H (-4.769, 3.746, 0.571)
H (-4.058, 5.289, 0.340)
H (-5.882, 4.992, 0.389)
H (-5.799, 4.208, -1.626)
C (-4.548, -6.680, -3.381)
O (-3.962, -5.910, -2.365)
H (-4.461, -6.131, -4.318)
H (-4.022, -7.633, -3.437)
H (-5.593, -6.828, -3.112)
H (-3.211, -5.437, -2.733)
C (3.167, 3.247, 7.679)
O (4.462, 2.844, 8.190)
H (3.142, 4.317, 7.476)
H (2.835, 2.673, 6.814)
H (2.446, 3.011, 8.462)
H (5.100, 2.872, 7.472)
C (0.511, 6.628, 2.825)
O (-0.584, 6.752, 3.699)
H (0.595, 7.536, 2.228)
H (1.465, 6.444, 3.318)
H (0.343, 5.865, 2.064)
H (-0.827, 5.859, 3.953)
C (0.552, 0.315, 0.400)
O (0.580, 0.295, 1.836)
H (0.458, -0.658, -0.081)
H (-0.227, 0.914, -0.073)
H (1.521, 0.716, 0.105)
H (1.481, 0.213, 2.155)
C (5.532, -1.911, 3.186)
O (5.146, -0.601, 3.607)
H (4.884, -2.644, 3.669)
H (5.542, -2.087, 2.111)
H (6.588, -1.981, 3.447)
H (5.960, -0.199, 3.918)
C (-5.040, -1.796, 0.879)
O (-5.746, -2.955, 0.985)
H (-5.478, -1.122, 1.614)
H (-3.984, -1.989, 1.066)
H (-5.027, -1.284, -0.083)
H (-5.248, -3.666, 0.574)
C (5.385, -2.078, -4.083)
O (6.725, -1.800, -4.584)
H (5.179, -1.510, -3.176)
H (4.560, -1.783, -4.732)
H (5.277, -3.119, -3.778)
H (6.957, -2.528, -5.164)
C (-2.158, 1.242, 6.730)
O (-1.948, 2.106, 5.675)
H (-2.239, 1.764, 7.683)
H (-3.091, 0.689, 6.618)
H (-1.421, 0.442, 6.792)
H (-1.569, 1.523, 5.013)
C (1.052, 3.098, -5.180)
C (0.105, 4.296, -5.161)
O (-0.074, 4.752, -3.842)
H (1.293, 2.739, -6.180)
H (0.554, 2.302, -4.627)
H (2.007, 3.279, -4.687)
H (-0.889, 4.085, -5.554)
H (0.491, 5.079, -5.814)
H (-1.007, 4.650, -3.641)

Calculated values
Gap between HOMO and LUMO, eV: 10.10
Energy relative to the best compared isomer or geometry (same formula, charge and spin), kJ/mol: 387.0
Electronic energy, eV: -38854.5654
Max |F|, eV/Å: 2.20
Net charge: 0
SMILES string: CCO.CO.CO.CO.CO.CO.CO.CO.CO.CO.CO.CO
2S+1: 1
HOMO level, eV: -10.1237

The computed Löwdin charges, all in e, follow: -0.179, -0.122, 0.080, 0.075, 0.076, 0.070, -0.190, -0.113, 0.073, 0.075, 0.079, 0.077, -0.165, -0.124, 0.065, 0.080, 0.076, 0.068, -0.171, -0.130, 0.077, 0.074, 0.081, 0.070, -0.146, -0.133, 0.072, 0.070, 0.074, 0.063, -0.184, -0.112, 0.076, 0.073, 0.074, 0.073, -0.154, -0.129, 0.067, 0.075, 0.074, 0.067, -0.157, -0.131, 0.078, 0.070, 0.076, 0.064, -0.217, -0.097, 0.084, 0.077, 0.071, 0.081, -0.149, -0.124, 0.070, 0.068, 0.072, 0.064, -0.207, -0.101, 0.081, 0.072, 0.078, 0.077, -0.088, -0.337, -0.074, 0.068, 0.068, 0.072, 0.108, 0.103, 0.081

=====

Entry from OMol25: 13 unconnected molecules or ions with the total composition C13H52N10O13 in a non-equilibrium geometry (ωB97M-V/def2-TZVPD).

Element x y z (Å)
C (-0.471, -1.912, 3.971)
O (0.523, -1.458, 4.794)
N (-1.142, -1.186, 3.180)
N (-0.733, -3.166, 3.959)
H (-1.038, -0.147, 3.186)
H (-1.692, -1.569, 2.364)
H (0.026, -3.686, 4.406)
H (-1.413, -3.592, 3.367)
C (0.137, 0.036, 0.144)
O (-0.220, -1.311, 0.014)
N (-0.545, 0.989, -0.429)
N (1.166, 0.439, 0.789)
H (-1.420, 0.604, -0.816)
H (-0.665, 1.951, -0.080)
H (1.469, -0.299, 1.510)
H (1.862, 1.172, 0.466)
C (0.222, 2.498, -3.506)
O (-1.088, 3.053, -3.376)
N (0.821, 1.800, -2.560)
N (0.913, 2.664, -4.612)
H (0.301, 1.631, -1.687)
H (1.901, 1.730, -2.405)
H (0.225, 2.632, -5.435)
H (1.707, 2.048, -4.830)
C (-3.426, -1.210, 0.933)
O (-3.206, 0.040, 0.403)
N (-4.539, -1.561, 1.476)
N (-2.402, -2.012, 1.033)
H (-4.623, -2.273, 2.196)
H (-5.212, -0.803, 1.558)
H (-1.503, -1.737, 0.568)
H (-2.424, -3.045, 0.991)
C (-4.144, 1.802, -2.091)
O (-2.884, 1.160, -2.316)
N (-4.730, 1.917, -0.961)
N (-4.790, 2.396, -3.030)
H (-4.441, 1.351, -0.181)
H (-5.747, 2.109, -0.886)
H (-4.299, 2.530, -3.959)
H (-5.751, 2.660, -2.854)
C (-0.190, -1.035, -4.087)
O (0.790, -0.850, -3.046)
H (-0.481, -2.069, -4.282)
H (0.078, -0.540, -5.021)
H (-1.049, -0.456, -3.838)
H (0.758, -0.020, -2.706)
C (2.818, 3.219, 1.520)
O (3.218, 2.349, 0.480)
H (1.859, 3.197, 1.740)
H (3.026, 4.248, 1.228)
H (3.422, 2.897, 2.376)
H (4.132, 2.371, 0.216)
C (1.626, -4.147, -2.684)
O (0.722, -3.339, -1.920)
H (1.388, -5.189, -2.702)
H (2.565, -3.955, -2.221)
H (1.566, -3.745, -3.646)
H (0.747, -2.377, -2.142)
C (0.842, -3.966, 1.417)
O (1.642, -4.608, 0.407)
H (1.432, -3.196, 1.974)
H (0.676, -4.769, 2.076)
H (-0.087, -3.512, 1.093)
H (1.507, -4.083, -0.417)
C (-1.586, 2.036, 2.714)
O (-0.260, 1.740, 2.838)
H (-2.080, 1.053, 2.528)
H (-1.712, 2.542, 1.733)
H (-2.046, 2.516, 3.578)
H (0.120, 1.440, 2.001)
C (-0.019, 4.066, -0.062)
O (-1.220, 3.655, -0.679)
H (0.944, 3.777, -0.419)
H (0.004, 3.727, 0.964)
H (-0.078, 5.128, -0.121)
H (-1.114, 3.941, -1.564)
C (3.240, -1.571, -0.394)
O (4.138, -2.193, -1.349)
H (2.867, -2.301, 0.210)
H (2.538, -1.017, -1.005)
H (3.760, -0.861, 0.267)
H (4.253, -1.448, -1.965)
C (3.353, 0.103, 3.172)
O (2.572, -1.085, 2.994)
H (3.748, 0.429, 2.297)
H (4.226, -0.040, 3.808)
H (2.756, 0.861, 3.712)
H (1.865, -1.167, 3.635)

Calculated values
Gap between HOMO and LUMO, eV: 8.32
Energy relative to the best compared isomer or geometry (same formula, charge and spin), kJ/mol: 755.9
Electronic energy, eV: -55837.4240
Max |F|, eV/Å: 9.75
Net charge: 0
2S+1: 1
HOMO level, eV: -8.4096

The computed Löwdin charges, all in e, follow: -0.669, -0.122, 0.203, 0.175, 0.095, 0.050, 0.141, 0.103, -0.543, -0.084, 0.171, 0.180, 0.105, 0.086, 0.138, 0.113, -0.553, -0.138, 0.131, 0.132, 0.041, 0.185, 0.157, 0.115, -0.576, -0.099, 0.186, 0.108, 0.129, 0.126, 0.024, 0.151, -0.602, -0.159, 0.158, 0.146, 0.060, 0.132, 0.159, 0.110, -0.083, -0.122, 0.091, 0.071, 0.065, -0.050, -0.113, -0.144, 0.001, 0.100, 0.095, 0.098, -0.110, -0.174, 0.083, 0.060, 0.058, 0.037, -0.158, -0.130, 0.078, 0.050, 0.046, 0.023, -0.172, -0.137, 0.059, 0.079, 0.097, 0.017, -0.152, -0.109, 0.060, 0.061, 0.088, 0.030, -0.118, -0.112, 0.036, 0.061, 0.076, 0.075, -0.134, -0.141, 0.011, 0.082, 0.099, 0.007

=====

Entry from OMol25: 13 unconnected molecules or ions with the total composition C13H52N6O13 in a non-equilibrium geometry (ωB97M-V/def2-TZVPD).

Element x y z (Å)
C (13.188, 17.565, 10.889)
O (13.360, 18.327, 9.747)
H (13.333, 16.551, 10.517)
H (14.026, 17.888, 11.508)
H (12.248, 17.679, 11.428)
H (14.275, 18.555, 9.567)
C (11.791, 20.989, 10.078)
O (10.986, 19.881, 9.779)
H (11.306, 21.948, 9.896)
H (11.830, 20.829, 11.156)
H (12.730, 20.838, 9.547)
H (11.609, 19.295, 9.344)
C (12.511, 24.520, 10.054)
O (11.632, 25.131, 9.209)
H (13.466, 24.128, 9.706)
H (12.798, 25.194, 10.862)
H (12.065, 23.702, 10.620)
H (11.011, 25.639, 9.737)
C (16.593, 17.614, 12.327)
O (18.002, 17.552, 12.340)
H (16.308, 17.278, 13.324)
H (16.132, 18.588, 12.161)
H (16.112, 16.910, 11.648)
H (18.299, 17.831, 13.210)
C (15.319, 24.693, 7.488)
O (15.937, 25.922, 7.270)
H (15.384, 24.322, 8.510)
H (14.254, 24.836, 7.303)
H (15.672, 23.927, 6.798)
H (16.832, 25.618, 7.100)
C (17.744, 21.049, 7.086)
O (18.746, 20.302, 6.561)
H (17.022, 20.329, 7.472)
H (18.005, 21.620, 7.977)
H (17.257, 21.701, 6.361)
H (19.316, 20.085, 7.303)
C (13.635, 20.064, 13.503)
O (12.738, 21.028, 14.011)
H (14.391, 20.483, 12.839)
H (14.099, 19.402, 14.234)
H (13.036, 19.564, 12.742)
H (11.963, 20.615, 14.398)
C (17.368, 20.070, 15.235)
O (18.004, 19.004, 14.745)
H (18.033, 20.428, 16.020)
H (17.288, 20.803, 14.432)
H (16.422, 19.766, 15.684)
H (18.444, 18.696, 15.540)
C (15.755, 26.019, 11.131)
O (15.599, 24.650, 11.086)
H (16.314, 26.217, 12.046)
H (16.475, 26.390, 10.402)
H (14.814, 26.563, 11.217)
H (16.445, 24.283, 10.819)
C (12.375, 22.809, 6.334)
O (13.076, 21.728, 6.820)
H (11.394, 22.541, 5.940)
H (12.230, 23.500, 7.164)
H (12.896, 23.319, 5.524)
H (13.422, 21.404, 5.985)
C (19.144, 23.294, 10.258)
O (18.142, 23.968, 10.182)
N (20.190, 23.463, 9.515)
N (19.496, 22.459, 11.187)
H (20.166, 24.116, 8.744)
H (20.892, 22.737, 9.525)
H (20.454, 22.153, 11.286)
H (18.873, 22.329, 11.972)
C (15.915, 20.727, 10.151)
O (15.787, 19.629, 9.635)
N (16.610, 21.100, 11.138)
N (15.219, 21.729, 9.753)
H (16.441, 21.992, 11.581)
H (17.151, 20.340, 11.524)
H (15.370, 22.644, 10.152)
H (14.756, 21.574, 8.869)
C (19.693, 18.983, 9.544)
O (20.194, 19.579, 8.619)
N (19.053, 17.900, 9.380)
N (19.515, 19.449, 10.756)
H (19.208, 17.466, 8.481)
H (18.743, 17.400, 10.202)
H (19.608, 20.408, 11.059)
H (18.966, 18.774, 11.268)

Calculated values
Gap between HOMO and LUMO, eV: 8.68
Energy relative to the best compared isomer or geometry (same formula, charge and spin), kJ/mol: 403.3
Electronic energy, eV: -49877.7865
Max |F|, eV/Å: 7.03
Net charge: 0
2S+1: 1
HOMO level, eV: -8.8732

The computed Löwdin charges, all in e, follow: -0.156, -0.138, 0.085, 0.049, 0.088, 0.042, -0.160, -0.132, 0.065, 0.071, 0.059, 0.040, -0.206, -0.085, 0.055, 0.074, 0.064, 0.090, -0.143, -0.141, 0.086, 0.048, 0.087, 0.052, -0.176, -0.091, 0.047, 0.072, 0.081, 0.073, -0.212, -0.108, 0.067, 0.067, 0.074, -0.001, -0.166, -0.112, 0.066, 0.076, 0.053, 0.080, -0.186, -0.113, 0.093, 0.085, 0.090, 0.105, -0.169, -0.159, 0.074, 0.084, 0.083, 0.003, -0.192, -0.103, 0.082, 0.064, 0.083, 0.083, -0.752, 0.058, 0.186, 0.148, 0.133, 0.120, 0.124, 0.117, -0.798, 0.029, 0.201, 0.222, 0.120, 0.095, 0.077, 0.114, -0.767, 0.030, 0.210, 0.186, 0.143, 0.103, 0.063, 0.056

=====

Q: Which of these has the highest gap between HOMO and LUMO?
A: C13H50O12